{
  "formula": "C38H54BrF6KN6O7S6SbSi3",
  "method": "ωB97M-V with the def2-TZVPD basis set",
  "elements": ["K", "C", "C", "S", "C", "C", "S", "C", "C", "S", "H", "H", "H", "H", "H", "H", "H", "H", "H", "H", "H", "H", "F", "C", "F", "F", "S", "O", "O", "N", "S", "O", "O", "C", "F", "F", "F", "Br", "C", "C", "C", "C", "C", "C", "N", "C", "C", "C", "C", "C", "C", "N", "H", "H", "H", "H", "H", "H", "H", "H", "H", "C", "Si", "C", "C", "Sb", "Si", "C", "C", "C", "Si", "C", "C", "C", "H", "H", "H", "H", "H", "H", "H", "H", "H", "H", "H", "H", "H", "H", "H", "H", "H", "H", "H", "H", "H", "H", "H", "H", "H", "H", "H", "O", "S", "O", "O", "C", "N", "C", "C", "C", "N", "C", "C", "C", "N", "C", "C", "H", "H", "H", "H", "H", "H"],
  "xyz": [[0.832, -0.850, 0.637], [-1.916, -3.662, 2.816], [-2.791, -2.489, 3.254], [-2.499, -0.955, 2.327], [-2.298, 0.231, 3.676], [-1.166, -0.032, 4.668], [0.452, -0.182, 3.873], [1.113, -1.707, 4.588], [0.269, -2.971, 4.447], [-0.137, -3.378, 2.726], [-2.174, -3.965, 1.800], [-2.127, -4.517, 3.462], [-2.635, -2.274, 4.311], [-3.838, -2.776, 3.146], [-3.240, 0.336, 4.219], [-2.115, 1.173, 3.157], [-1.357, -0.931, 5.252], [-1.139, 0.800, 5.376], [1.349, -1.547, 5.643], [2.062, -1.833, 4.063], [-0.657, -2.888, 5.018], [0.832, -3.797, 4.885], [3.891, 0.346, 4.509], [4.693, 0.872, 3.582], [4.504, 2.195, 3.560], [5.956, 0.630, 3.923], [4.305, 0.190, 1.918], [2.898, 0.473, 1.733], [5.216, 0.839, 1.022], [4.638, -1.305, 2.215], [4.057, -2.567, 1.493], [4.736, -2.943, 0.292], [2.613, -2.624, 1.490], [4.556, -3.817, 2.749], [3.976, -3.567, 3.930], [5.874, -3.839, 2.922], [4.157, -5.019, 2.333], [7.152, -2.166, -2.954], [5.325, -1.712, -2.729], [4.985, -0.643, -1.919], [3.647, -0.335, -1.742], [2.657, -1.076, -2.382], [3.019, -2.161, -3.177], [4.357, -2.480, -3.353], [1.312, -0.728, -2.124], [0.451, -0.807, -3.050], [-0.975, -0.505, -2.815], [-1.889, -0.731, -3.833], [-3.243, -0.530, -3.590], [-3.606, -0.082, -2.333], [-2.616, 0.147, -1.380], [-1.325, -0.059, -1.599], [5.744, -0.075, -1.400], [3.362, 0.488, -1.098], [2.254, -2.775, -3.636], [4.643, -3.330, -3.957], [0.717, -1.102, -4.070], [-1.563, -1.099, -4.799], [-3.972, -0.772, -4.359], [-4.645, 0.086, -2.080], [-2.877, 0.511, -0.390], [0.670, 5.988, 2.348], [1.181, 4.182, 2.204], [2.806, 4.075, 1.281], [1.391, 3.504, 3.938], [-0.531, 2.706, 0.990], [-2.643, 3.966, 1.672], [-2.689, 4.139, 3.546], [-2.840, 5.679, 0.930], [-4.098, 2.916, 1.120], [-0.218, 3.743, -1.339], [1.219, 2.828, -2.105], [0.173, 5.582, -1.313], [-1.766, 3.510, -2.370], [1.466, 6.544, 2.853], [-0.242, 6.106, 2.937], [0.506, 6.447, 1.373], [3.593, 4.578, 1.850], [2.749, 4.548, 0.298], [3.108, 3.035, 1.142], [2.150, 4.077, 4.478], [1.701, 2.458, 3.915], [0.456, 3.564, 4.502], [-1.794, 4.633, 3.928], [-2.769, 3.167, 4.038], [-3.555, 4.736, 3.847], [-2.029, 6.346, 1.226], [-3.782, 6.114, 1.277], [-2.871, 5.645, -0.161], [-4.051, 1.910, 1.547], [-4.106, 2.811, 0.032], [-5.048, 3.368, 1.420], [2.143, 3.008, -1.549], [1.380, 3.138, -3.142], [1.026, 1.755, -2.091], [1.109, 5.800, -0.797], [-0.622, 6.160, -0.841], [0.273, 5.929, -2.346], [-1.996, 2.456, -2.522], [-1.613, 3.965, -3.353], [-2.637, 3.987, -1.916], [-4.789, -1.980, -5.764], [-4.199, -2.718, -6.872], [-5.140, -3.490, -7.649], [-3.214, -1.965, -7.628], [-3.140, -3.963, -6.065], [-2.735, -4.990, -6.814], [-1.892, -5.837, -6.244], [-1.412, -5.672, -4.952], [-1.882, -4.564, -4.269], [-2.760, -3.724, -4.816], [-1.413, -4.182, -2.913], [-2.277, -3.525, -2.045], [-1.779, -3.053, -0.846], [-0.504, -3.181, -0.471], [0.306, -3.857, -1.284], [-0.101, -4.378, -2.503], [-1.576, -6.683, -6.847], [-0.721, -6.373, -4.506], [-3.303, -3.344, -2.335], [-2.422, -2.497, -0.171], [1.336, -3.959, -0.954], [0.614, -4.881, -3.143]],
  "atomic_forces_ev_per_a": [[-0.5, 0.0, 0.0], [0.0, 0.0, 0.0], [0.0, 0.0, 0.0], [0.0, 0.0, 0.0], [0.0, 0.0, 0.0], [0.0, 0.0, 0.0], [0.1, 0.0, 0.0], [0.0, 0.0, 0.0], [0.0, 0.0, 0.0], [0.1, 0.0, 0.0], [0.0, 0.0, 0.0], [0.0, 0.0, 0.0], [0.0, 0.0, 0.0], [0.0, 0.0, 0.0], [0.0, 0.0, 0.0], [0.0, 0.0, 0.0], [0.0, 0.0, 0.0], [0.0, 0.0, 0.0], [0.0, 0.0, 0.0], [0.0, 0.0, 0.0], [0.0, 0.0, 0.0], [0.0, 0.0, 0.0], [0.0, 0.0, 0.0], [0.0, 0.0, 0.0], [0.0, 0.0, 0.0], [0.0, 0.0, 0.0], [0.0, 0.1, 0.0], [0.0, 0.0, 0.0], [0.0, 0.0, 0.0], [0.1, 0.0, 0.0], [0.0, -0.1, 0.0], [0.0, 0.0, 0.0], [0.0, 0.0, -0.1], [0.0, 0.0, 0.0], [0.0, 0.0, 0.0], [0.0, 0.0, 0.0], [0.0, 0.0, 0.0], [0.0, 0.0, 0.0], [0.0, 0.0, 0.0], [0.0, 0.0, 0.0], [0.0, 0.0, 0.0], [0.0, 0.0, 0.0], [0.0, 0.0, 0.0], [0.0, 0.0, 0.0], [0.1, 0.0, -0.1], [0.0, 0.0, 0.0], [0.0, 0.0, 0.0], [0.0, 0.0, -0.1], [0.0, 0.0, 0.1], [0.0, 0.0, 0.0], [0.0, 0.0, 0.0], [0.0, -0.1, 0.0], [0.0, 0.0, 0.0], [0.0, 0.0, 0.0], [0.0, 0.0, 0.0], [0.0, 0.0, 0.0], [0.0, 0.0, 0.0], [0.0, 0.0, 0.0], [0.1, 0.0, 0.0], [0.0, 0.0, 0.0], [0.0, 0.0, 0.0], [0.0, 0.0, 0.0], [0.0, 0.0, 0.0], [0.0, 0.0, 0.0], [0.0, 0.0, 0.0], [0.1, 0.1, 0.0], [0.0, 0.0, 0.0], [0.0, 0.0, 0.0], [0.0, 0.0, 0.0], [0.0, 0.0, 0.0], [0.0, 0.0, 0.0], [0.0, 0.0, 0.0], [0.0, 0.0, 0.0], [0.0, 0.0, 0.0], [0.0, 0.0, 0.0], [0.0, 0.0, 0.0], [0.0, 0.0, 0.0], [0.0, 0.0, 0.0], [0.0, 0.0, 0.0], [0.0, 0.0, 0.0], [0.0, 0.0, 0.0], [0.0, 0.0, 0.0], [0.0, 0.0, 0.0], [0.0, 0.0, 0.0], [0.0, 0.0, 0.0], [0.0, 0.0, 0.0], [0.0, 0.0, 0.0], [0.0, 0.0, 0.0], [0.0, 0.0, 0.0], [0.0, 0.0, 0.0], [0.0, 0.0, 0.0], [0.0, 0.0, 0.0], [0.0, 0.0, 0.0], [0.0, 0.0, 0.0], [0.0, 0.0, 0.0], [0.0, 0.0, 0.0], [0.0, 0.0, 0.0], [0.0, 0.0, 0.0], [0.0, 0.0, 0.0], [0.0, 0.0, 0.0], [0.0, 0.0, 0.0], [0.0, 0.0, -0.1], [-0.1, 0.0, 0.1], [0.0, 0.0, 0.0], [0.1, 0.0, 0.0], [0.1, 0.0, -0.1], [0.0, 0.0, 0.0], [0.0, 0.0, 0.0], [0.0, 0.0, 0.0], [0.0, 0.1, 0.0], [0.0, 0.0, 0.0], [0.0, 0.0, 0.0], [0.0, 0.0, 0.0], [0.0, 0.0, -0.1], [-0.1, -0.1, 0.0], [0.0, 0.0, 0.1], [0.0, 0.0, 0.0], [0.0, 0.0, 0.0], [0.0, 0.0, 0.0], [0.0, 0.0, 0.0], [0.0, 0.0, 0.0], [0.0, 0.0, 0.0], [0.0, 0.0, 0.0]],
  "homo_ev": -6.14,
  "e_above_lowest_kj_mol": 0.0,
  "lumo_energy_ev": 1.415,
  "spin_multiplicity": 1,
  "total_charge": -1,
  "homo_lumo_gap_ev": 7.6,
  "total_energy_ev": -261418.2744,
  "largest_force_ev_per_a": 0.46
}